The following is a DFT calculation (ωB97M-V/def2-TZVPD) of C17H33N3PdSSb as an isolated structure.

The geometry in ORCA input format:
```
! wB97M-V def2-TZVPD RIJCOSX def2/J DEFGRID3
* xyz 1 1
Pd 0.25357 0.56194 0.04925
C 0.88928 -4.31252 0.55704
C -0.17343 -3.79901 -0.16470
C 0.97062 1.59153 2.90962
C 3.94997 2.54173 -0.13234
H -1.92619 1.01534 -2.72021
H 1.89853 4.33572 2.51175
C -0.26749 -0.97288 -2.81434
H 3.12260 2.80024 -3.09522
Sb 2.47684 1.21054 -0.99357
H -1.79245 3.03260 -1.29940
H 1.94042 1.80287 3.35762
H -1.99144 -2.57064 -1.65265
H 0.16268 -0.06966 -3.25002
H 4.16201 2.21279 0.88038
S -1.59099 1.36279 1.27722
H -1.86833 4.75722 -0.84799
H -0.82495 -1.50299 -3.59879
H 0.54081 -1.62334 -2.47651
N 0.60120 2.72761 2.08521
H 3.60929 3.57200 -0.11291
C 3.77971 -0.48257 -1.18484
H -2.29359 -1.54606 -0.22839
C -1.79034 3.74327 -0.46234
H 1.47431 4.10257 0.23117
H 4.28476 -0.64910 -0.23709
H -0.85094 -4.46533 -0.68077
H 1.47470 2.19673 -3.34464
H -2.86427 0.48391 -1.30513
H 1.02694 -5.38118 0.61146
H 0.39396 5.43316 -0.21209
C -0.39090 2.60007 1.14794
C 0.87146 4.01487 2.70267
C 1.77230 -3.46829 1.20749
H 0.18369 4.76935 2.32853
C 1.60289 -2.09053 1.12310
C 2.48052 1.93105 -3.03211
H 2.30964 -1.43388 1.62315
N -1.13454 -0.62383 -1.69607
H 0.63692 4.08302 -1.33932
N -0.57687 3.65528 0.31200
C 0.54714 4.35475 -0.27777
C 0.54210 -1.58041 0.39785
H 0.73270 3.93133 3.78275
H 4.51345 -0.28323 -1.95846
H 0.24467 1.40811 3.70901
H 1.04468 0.67563 2.29143
C -2.27855 0.14848 -2.15921
H -2.91853 -0.45610 -2.81287
H 3.19955 -1.36625 -1.43596
H 2.58765 -3.87788 1.78478
H 4.86008 2.48974 -0.71887
C -1.54083 -1.83171 -0.97156
C -0.36156 -2.42598 -0.24223
H 2.86458 1.16078 -3.68756
H -2.64249 3.53172 0.18176
*
```

Results
HOMO-LUMO gap (alpha / beta) in eV: 6.117 / 6.117
HOMO level (alpha / beta) in eV: -10.83 / -10.83
Energy above the lowest of the compared OMol25 structures with the same formula, charge and spin in kJ/mol: 131.8

Results of the Löwdin charge analysis, in e, for atoms 1 through 8: number 1, Pd, carries 0.375; number 2, C, carries -0.066; number 3, C, carries -0.025; number 4, C, carries -0.099; number 5, C, carries -0.283; number 6, H, carries 0.083; number 7, H, carries 0.095; number 8, C, carries -0.087